Entry 1:
DFT (the ωB97M-V functional and the def2-TZVPD basis) results for an isolated molecule of C21H20F3N7O3S in a non-equilibrium geometry.

Results
E_LUMO in eV: 0.391
HOMO in eV: -7.74

Cartesian coordinates (Å):
C1 1.911 0.516 3.291
N1 0.513 0.467 2.918
C2 0.074 1.344 1.914
N2 0.663 2.531 1.860
C3 0.258 3.412 0.964
C4 -0.778 3.161 0.082
C5 -1.377 1.912 0.127
C6 -0.952 0.959 1.043
C7 -1.618 -0.395 1.056
N3 -0.818 -1.471 1.578
C8 0.037 -2.164 0.814
N4 0.100 -1.853 -0.484
C9 0.867 -2.599 -1.270
N5 1.600 -3.655 -0.880
C10 1.577 -3.944 0.403
C11 0.820 -3.236 1.323
C12 0.860 -3.580 2.771
F1 1.525 -2.656 3.499
F2 -0.360 -3.694 3.331
F3 1.484 -4.745 3.007
H1 2.186 -4.783 0.711
N6 0.959 -2.356 -2.599
C13 0.473 -1.325 -3.390
C14 0.616 -1.457 -4.773
C15 0.196 -0.466 -5.645
C16 -0.370 0.670 -5.102
C17 -0.522 0.814 -3.718
C18 -0.108 -0.171 -2.853
H2 -0.205 -0.072 -1.785
C19 -1.145 2.148 -3.457
C20 -1.314 2.740 -4.853
O1 -1.769 3.816 -5.150
N7 -0.849 1.807 -5.737
H3 -0.844 1.947 -6.734
H4 -0.516 2.796 -2.845
H5 -2.119 2.078 -2.972
H6 0.316 -0.582 -6.711
H7 1.070 -2.353 -5.171
H8 1.510 -3.059 -3.075
H9 -0.813 -1.588 2.579
H10 -1.894 -0.659 0.031
H11 -2.519 -0.323 1.671
H12 -2.182 1.666 -0.550
H13 -1.105 3.914 -0.617
H14 0.784 4.357 0.973
S1 -0.521 0.406 4.242
O2 -1.864 0.497 3.749
O3 -0.173 -0.745 5.011
C21 -0.153 1.907 5.190
H15 -1.005 2.089 5.832
H16 -0.024 2.717 4.484
H17 0.740 1.736 5.775
H18 2.507 0.153 2.454
H19 2.237 1.526 3.549
H20 2.032 -0.159 4.134

Cartesian forces (eV/Å) of the 2 atoms listed first:
C 0.51 -0.06 0.15
N -0.64 -0.07 1.19


Entry 2:
DFT (the ωB97M-V functional and the def2-TZVPD basis) results for a structure of composition C21H20F5ORhS in a non-equilibrium geometry.

Results
E_LUMO (alpha / beta) in eV: 4.629 / 3.780
⟨S²⟩: 6.04
Total charge: -2
2S+1: 5
HOMO (alpha / beta) in eV: 0.53 / -0.14

Cartesian coordinates (Å):
Rh1 -0.470 -0.111 0.003
C1 2.961 0.864 1.406
C2 3.431 0.206 0.226
C3 3.212 1.070 -0.888
H1 3.900 -0.778 0.195
C4 2.658 2.288 -0.397
C5 2.475 2.159 1.022
H2 2.057 2.917 1.704
H3 2.982 0.448 2.423
H4 3.389 0.818 -1.932
H5 2.406 3.157 -1.005
C6 -2.171 0.413 0.766
C7 -1.144 1.377 1.123
C8 -0.618 1.954 -0.068
H6 -0.740 1.530 2.134
C9 -1.264 1.304 -1.196
C10 -2.261 0.368 -0.708
H7 -2.995 -0.162 -1.337
H8 -2.811 -0.171 1.444
H9 0.242 2.574 -0.187
H10 -1.058 1.529 -2.268
O1 1.078 -2.058 -0.101
C11 -0.252 0.301 -4.278
C12 0.235 -0.679 -3.427
C13 0.458 1.467 -4.786
C14 -1.616 0.227 -4.837
C15 0.910 -2.130 -1.381
H11 1.390 -0.704 -3.219
H12 -0.177 -1.636 -3.712
H13 -0.145 -2.591 -1.738
H14 1.845 -2.442 -2.045
H15 -0.047 1.600 -5.768
H16 1.537 1.318 -4.861
H17 0.275 2.410 -4.218
H18 -1.401 0.301 -5.901
H19 -2.281 1.067 -4.540
H20 -2.117 -0.695 -4.569
F1 -2.173 -1.639 7.275
C16 -1.712 -1.607 6.023
C17 -0.910 -0.529 5.634
F2 -0.677 0.535 6.427
C18 -0.284 -0.584 4.401
F3 0.665 0.344 4.034
C19 -0.574 -1.668 3.534
S1 0.172 -1.733 2.013
C20 -1.535 -2.668 3.888
F4 -1.881 -3.640 2.984
C21 -2.081 -2.651 5.165
F5 -2.884 -3.671 5.548

Cartesian forces (eV/Å) of the 2 atoms listed first:
Rh 8.83 -8.39 -0.73
C 0.17 0.39 -0.80


Entry 3:
DFT (the ωB97M-V functional and the def2-TZVPD basis) results for a structure of composition C21H20IrN2O4S4 in a non-equilibrium geometry.

Results
E_LUMO (alpha / beta) in eV: -0.726 / -1.649
⟨S²⟩: 0.77
2S+1: 2
HOMO (alpha / beta) in eV: -7.40 / -7.79

Cartesian coordinates (Å):
Ir1 0.053 -0.408 -0.547
O1 1.697 -0.273 -1.752
C1 2.728 -1.080 -1.516
C2 3.425 -1.604 -2.608
C3 4.549 -2.385 -2.416
C4 5.020 -2.665 -1.135
C5 4.346 -2.148 -0.048
C6 3.197 -1.367 -0.213
C7 2.554 -0.843 0.975
N1 1.432 -0.227 0.974
N2 0.951 0.249 2.185
C8 -0.241 0.733 2.008
O2 -0.822 0.780 0.836
C9 -1.000 1.283 3.150
C10 -2.343 1.606 2.988
C11 -3.071 2.091 4.063
C12 -2.461 2.256 5.298
C13 -1.118 1.936 5.459
C14 -0.387 1.449 4.390
H1 3.059 -1.374 -3.599
H2 5.070 -2.783 -3.278
H3 5.899 -3.278 -0.994
H4 4.701 -2.344 0.957
H5 3.031 -0.977 1.941
H6 -2.805 1.468 2.020
H7 -4.117 2.338 3.937
H8 -3.031 2.631 6.138
H9 -0.642 2.066 6.422
H10 0.658 1.194 4.501
O3 -3.198 -6.413 -1.305
C15 -2.613 -5.381 -1.176
S1 -1.991 -4.420 -2.543
C16 -1.338 -3.129 -1.566
C17 -1.457 -3.231 -0.227
S2 -0.777 -2.049 0.813
S3 -2.280 -4.632 0.410
S4 -0.528 -1.794 -2.278
C18 -3.095 2.178 -2.069
C19 -2.101 1.171 -2.616
O4 -0.816 1.298 -1.994
C20 -0.061 2.422 -2.476
C21 0.997 2.810 -1.473
H11 -4.103 1.903 -2.386
H12 -2.906 3.193 -2.415
H13 -3.063 2.169 -0.979
H14 -1.976 1.261 -3.699
H15 -2.435 0.159 -2.402
H16 -0.751 3.255 -2.624
H17 0.371 2.157 -3.447
H18 0.540 3.057 -0.514
H19 1.533 3.687 -1.839
H20 1.717 2.007 -1.327

Cartesian forces (eV/Å) of the 2 atoms listed first:
Ir 0.12 -1.21 0.78
O 0.01 -0.10 -0.22


Entry 4:
DFT (the ωB97M-V functional and the def2-TZVPD basis) results for a structure of composition C21H20N2O8SSiSn.

Results
E_LUMO in eV: -2.023
HOMO in eV: -7.69

Cartesian coordinates (Å):
Sn1 1.730 0.131 -1.208
O1 1.170 -2.120 4.679
C1 1.157 -1.530 3.481
C2 -0.004 -1.410 2.702
C3 0.099 -0.795 1.486
N1 1.264 -0.353 1.004
C4 2.358 -0.423 1.763
C5 2.347 -0.988 3.018
C6 3.600 0.226 1.165
O2 4.563 0.394 1.867
O3 3.458 0.557 -0.092
C7 -1.150 -0.432 0.720
O4 -2.230 -0.868 0.970
O5 -0.906 0.514 -0.219
H1 0.299 -2.467 4.907
H2 -0.973 -1.756 3.045
H3 3.253 -1.006 3.610
C8 -0.648 3.224 -0.907
Si1 -1.767 2.023 -0.060
C9 -3.421 1.839 -0.828
C10 -1.782 2.315 1.763
C11 -0.558 2.509 2.418
C12 -0.505 2.713 3.790
C13 -1.683 2.727 4.528
C14 -2.904 2.532 3.897
C15 -2.951 2.327 2.523
H4 -0.954 4.252 -0.694
H5 -0.638 3.087 -1.990
H6 0.377 3.117 -0.539
H7 -4.078 2.671 -0.557
H8 -3.885 0.908 -0.493
H9 -3.346 1.817 -1.918
H10 0.371 2.501 1.855
H11 0.449 2.868 4.279
H12 -1.648 2.893 5.598
H13 -3.820 2.537 4.475
H14 -3.911 2.168 2.044
N2 -0.208 0.512 -3.305
C16 0.322 -0.779 -3.555
C17 1.283 -1.004 -4.529
C18 1.881 -2.256 -4.615
C19 1.538 -3.275 -3.725
C20 0.585 -3.040 -2.747
C21 -0.018 -1.790 -2.651
S1 2.283 -4.907 -3.846
O6 3.473 -4.678 -4.644
O7 2.526 -5.258 -2.458
O8 1.247 -5.688 -4.493
H15 -0.268 1.128 -4.104
H16 -1.118 0.451 -2.867
H17 1.562 -0.204 -5.208
H18 2.640 -2.468 -5.360
H19 0.332 -3.842 -2.063
H20 -0.794 -1.606 -1.909

Cartesian forces (eV/Å) of the 2 atoms listed first:
Sn 0.31 0.26 0.04
O -0.03 0.02 0.01